C72H180N12O24 | the ωB97M-V functional and the def2-TZVPD basis

CARTESIAN COORDINATES (ANGSTROEM)
H -2.823 5.328 3.004
H -10.035 -3.982 0.051
H -1.403 1.451 -4.271
H 7.366 6.259 -6.215
H -1.960 -1.043 -2.992
H 3.093 -11.799 2.534
H 6.059 1.875 -5.965
C 1.195 5.365 0.539
H 3.092 1.273 -5.069
H -7.501 -5.707 -1.599
C 2.667 -0.927 -0.792
C 8.802 6.646 -4.614
H 0.433 -6.267 5.406
H -4.334 6.280 9.335
H 5.164 4.291 0.699
C -2.857 4.775 8.700
H 2.268 -4.663 4.475
H 10.134 8.640 -2.992
H -8.469 -7.075 5.849
C 2.351 -1.821 -5.826
N -0.223 -6.464 3.465
H -8.889 -10.725 7.084
C 1.218 -4.790 4.211
H 1.672 -10.907 0.892
H 5.363 3.376 -10.574
H 0.459 -4.870 -1.419
H 5.957 8.082 -9.955
H -8.791 -7.049 1.068
N -0.183 5.879 0.257
C 3.040 8.563 -1.524
H 3.177 6.392 -3.056
H 0.397 2.149 2.750
H -3.708 8.446 7.927
H 1.560 -11.831 3.389
C 0.556 -2.540 4.463
C -4.203 4.909 5.167
H -7.505 -7.244 3.351
H -2.597 -7.579 3.212
H -7.146 -10.751 6.899
H 2.453 2.964 -4.997
H 2.959 -8.666 2.195
H 6.860 4.802 0.466
O -2.335 7.153 8.798
H 3.584 -4.785 1.260
H 1.460 -2.205 4.971
H 0.604 4.448 2.506
C 9.212 8.719 -3.568
H -3.669 -1.741 4.614
H 2.544 8.840 -2.455
H -1.812 2.428 -2.876
H 7.650 0.938 -1.103
C -2.234 -0.303 -2.240
H 3.094 2.040 -3.642
H -0.347 -2.103 4.891
C 3.899 6.489 -2.245
H -3.158 0.154 -2.593
H 0.820 -9.957 2.072
H 4.655 -1.528 -0.044
H 4.769 4.536 -2.593
H 5.444 0.559 -2.669
H 0.178 0.980 1.417
C -6.494 -7.860 5.748
H -0.861 5.149 0.093
C 0.998 -5.453 -0.673
H 0.678 -8.473 0.317
H -8.549 -4.056 1.725
C -3.254 6.136 9.283
H -3.841 7.684 -2.660
H 1.468 -1.205 -5.993
C 4.889 4.223 -10.077
H -0.776 -1.000 1.352
H 0.299 -2.290 -4.275
H -3.256 -1.625 -0.757
C -3.358 0.402 4.549
C -1.468 7.426 -1.380
N 7.387 4.639 -4.614
H -3.126 6.109 10.365
H 4.730 7.036 -2.691
H 0.599 -2.527 3.374
C 1.253 -2.594 -3.843
O 1.519 -6.714 -1.194
H 1.903 -0.477 -3.416
H -5.231 3.270 -0.145
H -6.557 -4.531 4.088
O 0.683 3.105 0.907
C -7.996 -5.164 -0.794
H 5.516 2.623 -1.008
C 6.541 3.881 -5.537
H 1.593 -6.984 4.195
H 5.570 4.332 -5.745
H -2.184 3.738 2.767
C 4.059 -3.811 1.147
C -3.693 -0.308 7.560
C -5.070 -4.928 1.895
O 5.747 2.088 -3.939
O -7.960 -8.981 7.533
C 0.872 -6.196 4.411
O 1.197 1.527 -4.375
H 6.249 5.568 -8.239
H 2.343 -2.609 -1.719
N -7.578 -6.888 5.413
H -3.509 4.032 9.160
H -3.320 -0.541 1.830
H -4.796 -3.923 2.215
O -9.165 -5.997 -0.560
H 4.146 -10.445 5.620
H 5.115 6.307 -0.329
C -3.418 6.680 -2.631
O 8.413 7.574 -3.627
H 2.831 -2.124 -6.758
C -6.430 -5.537 3.688
C -8.671 0.062 1.512
H 1.705 1.459 1.928
H 4.652 3.886 -9.068
H -9.037 -3.651 -1.984
H 7.165 7.576 -14.122
H 0.751 2.633 -2.711
H -2.274 0.454 4.445
H -1.144 1.184 -1.297
H 9.607 7.850 -10.661
C 8.707 8.386 -10.360
H -1.539 -7.929 1.822
C -4.875 2.361 -0.630
H 6.974 3.736 -6.526
C 7.474 6.031 -5.154
H 0.243 -5.597 0.099
H 4.998 -3.906 0.602
O 5.699 5.386 -10.141
H 7.765 0.604 0.698
H 3.178 -6.883 0.156
N 7.911 7.243 -9.765
H 5.081 0.172 -4.303
H -3.663 6.141 -3.546
H -3.674 0.740 7.263
O 3.096 7.180 -1.329
H 0.679 -1.296 -2.305
H -7.292 -2.190 2.457
C 3.604 -1.621 0.232
C -5.026 0.747 1.212
H -9.581 -0.533 1.438
N 2.686 -1.707 -2.016
C -2.549 -10.113 1.750
C 7.170 0.998 -0.127
H 3.107 -1.107 -5.499
H 4.465 -11.510 4.319
N -1.084 0.638 -2.145
H -5.140 4.823 4.618
C 2.364 -7.397 -0.355
H -4.132 2.777 -1.310
C -8.812 -3.078 1.322
H -5.494 -5.859 4.144
O 2.722 -10.426 4.111
H -4.836 -1.018 2.629
C -8.035 -10.138 6.747
H 8.633 9.541 -3.147
H 7.529 1.921 -4.992
O 3.054 -2.925 0.521
C -4.309 4.578 6.678
H -6.868 -2.601 0.845
H -4.696 -0.653 7.811
H 8.188 6.309 -10.030
H -2.634 -11.200 1.740
C 6.375 3.192 -0.651
H 4.396 -3.496 2.135
H -3.747 1.608 3.059
C -3.066 4.272 3.122
H -5.993 -8.804 7.782
O 0.301 -3.939 4.796
H 0.100 -8.489 3.486
C 5.939 4.508 -0.036
H -5.652 1.891 -1.234
C -0.928 -1.905 0.763
H -8.446 0.260 2.560
C 7.567 7.400 -13.124
O 8.442 8.427 -12.740
H -5.504 -0.028 0.613
H -2.582 -0.193 -0.209
H -3.212 -0.363 8.536
H 3.687 -1.050 1.157
N -4.171 0.751 3.385
O -4.190 1.482 0.301
C -2.365 -1.012 -0.894
H 0.485 6.464 -1.622
N -2.915 4.585 7.253
H -0.117 -2.633 0.781
H 9.613 9.010 -4.539
H -9.779 -7.906 -0.184
H 2.946 -8.085 -0.969
C -3.905 -0.905 5.272
H -0.928 -5.871 3.879
H -3.698 1.211 5.194
H 1.800 6.170 0.955
H 3.682 4.594 -1.213
C 1.657 -8.150 0.672
H 2.303 8.968 -0.831
C -8.418 -3.716 -1.089
H -1.860 4.609 9.109
C 8.039 9.156 -11.513
H 3.139 0.022 -1.047
H -5.151 -4.877 0.809
H 0.154 3.071 -4.432
C -4.271 -0.180 2.222
H 4.042 8.967 -1.666
H -7.335 -5.183 0.073
C 1.149 4.197 1.596
H -1.039 -7.936 4.789
H -2.041 8.898 7.490
H 3.925 4.436 -10.539
H 6.808 0.143 -3.623
C -2.721 8.064 7.667
H 3.181 -11.968 5.482
C 2.463 1.980 -4.528
O -2.007 6.588 -2.413
H -6.673 -7.348 7.836
H -3.559 -9.730 1.610
H 8.599 10.083 -11.385
O -7.629 -0.757 1.027
H 6.640 7.384 -12.551
C 6.538 7.466 -9.269
N 2.569 -9.111 1.376
H -9.595 -2.580 1.893
C 1.592 -1.382 -2.894
C 0.309 2.321 -3.657
H -2.098 -9.756 0.825
H -8.736 0.996 0.953
C -7.636 -6.426 4.059
H 1.262 -7.437 1.395
C 5.841 0.643 -3.680
H 1.419 -4.691 3.144
H 6.983 9.377 -11.358
C -8.919 -7.264 0.007
H -8.030 -9.953 5.673
H 1.676 5.003 -0.370
H 9.267 7.116 -5.481
H -2.894 7.449 6.785
H 8.962 8.953 -9.464
H -4.360 -5.710 2.166
C 1.814 -10.308 1.792
H -8.587 -6.023 3.712
H -7.564 -3.063 -1.269
O -2.022 -9.536 2.881
H 1.693 -4.726 -0.254
H 6.289 0.359 -0.065
H 9.610 5.954 -4.377
H 0.960 -3.453 -3.240
O -3.350 4.011 4.531
H 6.608 6.556 -4.752
H 6.774 8.028 -8.365
C 5.738 6.134 -9.018
H 1.700 -0.743 -0.325
C 6.536 2.356 -5.111
C -0.104 6.873 -0.801
H -3.891 3.952 2.486
H 7.023 3.347 -1.514
O -1.213 -1.715 -0.609
H 4.787 6.397 -8.555
H -2.138 7.631 -0.546
C 4.408 5.172 -1.785
C -7.655 -2.125 1.431
H -5.798 1.399 1.621
H -5.567 -7.290 5.695
H -4.671 3.600 6.995
H 2.190 3.934 1.785
H -4.973 5.302 7.151
H -4.975 -0.754 5.411
N -9.348 -3.247 -0.037
O -6.318 -5.444 2.328
H 7.171 4.594 -3.628
C -1.801 -8.224 2.838
H -3.791 5.892 4.940
C -0.694 -7.797 3.764
C -1.107 1.684 -3.248
H -1.313 8.424 -1.790
O -3.115 -1.119 6.534
C -6.761 -8.255 7.237
C 2.310 -11.170 2.957
H -2.329 5.260 6.783
N 5.487 5.571 -0.911
H -7.964 -7.738 -0.221
C 3.652 -11.145 4.945
O 6.990 2.316 0.282
H -6.401 -8.701 5.060
H -3.905 6.154 -1.810
C 0.713 1.871 1.744
H -1.773 -2.381 1.259
O 2.157 -2.967 -4.985
H 0.385 7.793 -0.478
H 7.880 6.404 -12.809

* SMILES string: COCCNCCOC.COCCNCCOC.COCCNCCOC.COCCNCCOC.COCCNCCOC.COCCNCCOC.COCCNCCOC.COCCNCCOC.COCCNCCOC.COCCNCCOC.COCCNCCOC.COCCNCCOC
* HOMO-LUMO gap: 8.57 eV
* DFT total energy: -5313.07182 hartree
* charge: 0
* E_HOMO: -0.29666 hartree

Löwdin population analysis, charges in e, atoms 1 to 5:
1 H 0.084
2 H 0.091
3 H 0.109
4 H 0.098
5 H 0.110